# 1
Computed, not measured: a 3-piece molecular cluster, C2H8O2 overall, with ωB97M-V/def2-TZVPD.

Geometry as XYZ:
```
12
Properties=species:S:1:pos:R:3:forces:R:3:lowdin_charge:R:1
C -0.7891 1.2951 1.1370 0.0 0.1 -0.2 -0.075
C -1.3656 0.6661 0.1221 -0.1 -0.1 0.1 -0.075
H -0.1613 0.7615 1.8379 0.0 0.0 0.1 0.058
H -0.9231 2.3597 1.2768 0.1 0.0 0.1 0.050
H -1.2424 -0.4026 -0.0015 0.0 0.0 -0.1 0.035
H -1.9934 1.1869 -0.5921 0.0 0.0 0.0 0.056
O 1.7948 0.1036 -0.6121 -0.1 0.1 -0.2 -0.060
H 0.9965 0.6212 -0.4194 0.1 -0.1 0.1 0.006
H 2.0563 0.3825 -1.4975 0.0 -0.1 0.1 0.058
O 0.1753 -2.2883 -0.5312 0.0 0.0 0.0 -0.077
H 0.8713 -1.6120 -0.5643 0.0 0.0 0.0 -0.009
H 0.5809 -3.0736 -0.1556 0.0 0.0 0.0 0.033
```
Forces are in eV/Å.

The SMILES is C=C.O.O. The energy above the lowest of the compared OMol25 structures with the same formula, charge and spin is 8.5 kcal per mole. Its HOMO energy is -10.48 eV. The value obtained for the gap between HOMO and LUMO is 0.4182 Ha. For the total energy, the calculation gives -6298.0414 eV.

---

# 2
Computed, not measured: C7H23BrCdN7O4 as an isolated structure, with ωB97M-V/def2-TZVPD.

Geometry as XYZ:
```
43
Properties=species:S:1:pos:R:3:forces:R:3:lowdin_charge:R:1
Cd 0.4696 -0.6055 -0.2654 0.0 -1.3 0.5 1.130
Br 1.9688 -2.5697 -0.7474 1.0 -1.4 -0.1 -0.307
C 0.6334 0.3189 -3.4046 -0.6 -1.4 3.1 -0.779
O 0.6457 0.0653 -2.1794 0.3 1.5 -3.0 -0.182
N -0.2010 -0.2059 -4.2532 -2.3 -1.3 -1.9 0.168
N 1.5082 1.1005 -3.9494 2.3 2.0 -0.8 0.166
H -0.1955 0.1222 -5.2084 -0.1 -0.2 0.0 0.085
H -1.0110 -0.7472 -3.9867 0.1 0.3 0.3 0.070
H 2.2224 1.4378 -3.3199 -0.1 0.4 -0.6 0.117
H 1.2911 1.4617 -4.8672 0.7 0.3 0.2 0.099
C 0.0844 -1.9043 2.7810 0.4 1.1 -0.3 -0.790
O -0.0416 -1.4031 1.7069 -1.6 1.1 -2.2 -0.084
N -0.2634 -1.2542 3.8842 -0.8 0.7 2.9 0.166
N 0.7287 -3.0098 2.9543 1.1 -2.6 1.0 0.202
H -0.1457 -1.8332 4.7033 -0.4 0.5 0.4 0.097
H -1.1186 -0.7169 3.8706 0.2 0.1 -0.2 0.111
H 0.9884 -3.5227 2.1239 0.4 -0.2 0.2 0.099
H 0.8624 -3.2729 3.9202 0.4 -0.9 -0.7 0.116
C -2.3883 -1.7089 -1.2708 0.9 0.7 1.9 -0.891
O -1.2556 -1.4177 -0.9601 0.2 0.1 0.7 -0.127
N -2.6088 -2.2079 -2.4225 -0.3 -1.8 -4.4 0.146
N -3.4641 -1.5783 -0.5529 -2.3 0.3 1.6 0.163
H -1.7597 -2.4196 -2.9269 -0.5 -0.4 -0.4 0.112
H -3.5291 -2.5684 -2.6300 0.4 -0.2 -0.7 0.076
H -4.2696 -1.8028 -1.1193 -0.8 0.3 1.1 0.064
H -3.4983 -1.2949 0.4160 0.0 0.0 -0.4 0.106
C 2.6091 2.1767 2.2802 0.2 1.7 -0.1 -0.063
C 1.5108 1.3786 1.6143 -0.4 1.4 0.5 -0.418
C 0.4574 2.2700 0.8902 0.6 -1.4 0.4 -0.172
O -0.5453 1.3543 0.4452 0.3 1.6 0.2 -0.293
C -1.6510 2.0836 -0.0127 -1.5 -0.2 -0.5 -0.171
N 2.0280 0.4679 0.6090 1.9 1.2 1.6 -0.048
H 2.1741 3.0156 2.8235 -0.2 0.1 0.1 0.079
H 3.2304 2.6545 1.5228 0.1 0.0 -0.2 0.080
H 3.3184 1.7488 2.9887 -0.4 -0.9 -0.1 0.083
H 0.9643 0.8689 2.4078 -0.1 -0.5 -0.3 0.124
H 0.8503 2.7130 -0.0249 0.4 0.5 0.1 0.128
H 0.0174 3.0173 1.5505 0.1 0.1 0.1 0.129
H -2.1532 1.4783 -0.7673 -0.5 -0.3 0.5 0.070
H -1.5398 3.0162 -0.5659 1.3 0.2 0.0 0.081
H -2.2461 2.3712 0.8541 -0.5 -0.3 -0.1 0.086
H 2.7109 -0.1040 1.0851 0.0 -0.8 -0.1 0.077
H 2.6115 1.0265 0.0027 0.0 0.1 -0.6 0.093
```
Forces are in eV/Å.

The spin multiplicity is 2. Its HOMO energy (alpha / beta) is -1.89 / -8.05 eV. The value obtained for the gap between HOMO and LUMO (alpha / beta) is 0.0796 / 0.3037 Ha. For the total energy, the calculation gives -100858.8027 eV.

---

# 3
Computed, not measured: C4H8N2O as an isolated structure, with ωB97M-V/def2-TZVPD.

Geometry as XYZ:
```
15
Properties=species:S:1:pos:R:3:forces:R:3:lowdin_charge:R:1
N 1.6955 1.4663 -1.1905 0.1 0.1 0.1 -0.030
C 1.3545 0.4509 -0.2180 0.1 -0.3 0.1 -0.302
C -0.9833 0.5156 0.4404 -0.1 -0.1 0.0 -0.032
C -1.3751 -0.8489 0.3517 0.0 0.2 -0.2 -0.330
O -1.1977 -1.6244 1.4365 0.0 -0.1 0.0 0.033
C 0.9679 -0.7918 -0.6849 -0.3 -0.6 -0.1 -0.319
N 0.3999 -1.8014 -0.9160 0.4 0.8 0.2 0.108
H 1.6401 2.3835 -0.7598 -0.1 -0.1 -0.1 0.054
H 2.6602 1.3611 -1.4997 -0.2 0.0 0.0 0.060
H 1.9199 0.4117 0.7195 -0.1 0.0 -0.2 0.093
H -1.1423 1.1643 -0.4121 0.0 -0.1 0.1 0.113
H -0.6173 0.9021 1.3813 0.0 -0.1 -0.1 0.106
H -1.8771 -1.2433 -0.5224 0.1 0.1 0.1 0.136
H -2.2186 0.2028 0.7176 0.0 0.1 0.0 0.187
H -1.2266 -2.5486 1.1564 0.0 0.1 0.0 0.124
```
Forces are in eV/Å.

The energy above the lowest of the compared OMol25 structures with the same formula, charge and spin is 136.2 kcal per mole. Its HOMO energy is -7.07 eV. The value obtained for the gap between HOMO and LUMO is 0.2848 Ha. For the total energy, the calculation gives -9300.4890 eV.

---

# 4
Computed, not measured: a 2-piece molecular cluster, C8H12N2 overall, with ωB97M-V/def2-TZVPD.

Geometry as XYZ:
```
22
Properties=species:S:1:pos:R:3:forces:R:3:lowdin_charge:R:1
C 3.2244 -0.1852 -0.5055 2.7 -1.4 -2.5 -0.181
C 2.0053 -0.4515 -1.0406 0.7 1.0 2.3 -0.033
C 1.9167 0.6445 0.8765 -0.5 1.2 2.4 -0.196
C -1.1721 0.5762 0.0519 -1.0 -1.9 -1.0 -0.322
C -0.1436 -0.2563 0.1123 -3.1 -3.7 0.8 -0.069
C -1.0153 1.9638 -0.3893 -1.2 -0.9 -3.3 -0.054
C -2.6003 0.1057 0.2291 -2.4 0.3 0.0 -0.078
C -0.4869 -2.3357 0.5262 1.2 3.8 -4.3 0.087
N 3.1516 0.4866 0.6432 2.6 0.4 0.6 0.054
N 1.1527 0.0921 -0.0734 0.0 -0.4 -1.0 -0.094
H 4.2320 -0.4748 -0.9264 -1.4 0.5 0.4 0.118
H 1.7085 -0.8636 -1.9472 -0.7 -0.7 -1.1 0.098
H 1.6738 1.1901 1.8117 -0.9 -0.7 -1.0 0.151
H -0.9591 2.5407 0.4084 -0.4 3.1 3.8 0.037
H -1.7783 2.3436 -1.1095 0.2 -0.5 0.8 0.109
H -0.1054 2.1777 -0.8517 1.8 -0.2 -1.0 0.064
H -2.8730 -0.9805 -0.0471 0.9 1.7 0.6 0.085
H -3.3444 0.7697 -0.3798 1.5 -1.1 0.8 0.097
H -2.9604 0.3084 1.2815 0.5 -0.5 -0.9 0.088
H -1.3493 -2.5546 -0.0951 -0.5 0.2 0.5 -0.001
H 0.3385 -2.7120 -0.1392 -0.2 0.1 1.8 0.038
H -0.6153 -2.3849 1.5641 0.4 -0.5 1.2 0.001
```
Forces are in eV/Å.

The energy above the lowest of the compared OMol25 structures with the same formula, charge and spin is 103.7 kcal per mole. Its HOMO energy is -8.73 eV. The value obtained for the gap between HOMO and LUMO is 0.3496 Ha. For the total energy, the calculation gives -11466.7432 eV.